Density functional theory data (ωB97M-V/def2-TZVPD) for C7H8S2 in the gas phase at a distorted geometry.

Last columns: bonded neighbours and bond lengths (Å).
Element x y z (Å)
1 C 1.1207 -2.4338 0.0340  C2 1.472, H8 1.119, H9 1.038, H10 1.093
2 C 0.1905 -1.3070 -0.1472  C1 1.472, C3 1.324, C7 1.542
3 C -1.1083 -1.5593 -0.1980  C2 1.324, H11 1.118, S16 1.724
4 C -1.6384 0.9918 -0.1311  C5 1.344, H12 1.184, S16 1.638
5 C -0.3437 1.2907 -0.3356  C4 1.344, C6 1.620, C7 1.522
6 C 0.1532 2.7884 0.0294  C5 1.620, H13 1.288, H14 1.310, H15 1.157
7 C 0.6671 0.1558 -0.2514  C2 1.542, C5 1.522, S17 1.670
8 H 1.7725 -2.8417 -0.7790  C1 1.119
9 H 0.7328 -3.3224 0.4034  C1 1.038
10 H 1.6589 -2.3046 0.9770  C1 1.093
11 H -1.3454 -2.6111 0.0984  C3 1.118
12 H -2.5467 1.7071 0.1249  C4 1.184
13 H 1.3339 3.1545 -0.3330  C6 1.288
14 H 0.1791 3.0092 1.3206  C6 1.310
15 H -0.7389 3.4637 -0.2636  C6 1.157
16 S -2.4201 -0.4424 -0.2500  C3 1.724, C4 1.638
17 S 2.3328 0.2613 -0.2987  C7 1.670

Values from the calculation:
ΔE to the lowest compared entry with this formula, charge and spin: 362.6 kJ/mol
orbital gap: 7.69 eV
net charge: 0
SMILES: Cc1cscc(C)c1=S
HOMO energy: -8.05 eV